107
Properties=species:S:1:pos:R:3 method="wB97M-V/def2-TZVPD" largest_force_ev_per_a=7.41 multiplicity=1 total_charge=0 e_tot_ha=-3008.9728 e_lumo_ev=0.07 homo_lumo_gap_ha=0.312 smiles="CCN[C@@]1(CCO)OS(=O)(=O)[C@H](CCF)[C@](CNC)(P(N)O)[C@@]1(CCCCCCCCCCOC)COO.O.O.O.O.O.O"
C -1.510 6.062 -2.796
C -2.155 4.671 -3.288
N -1.722 3.665 -2.326
C -2.283 2.314 -2.483
C -3.283 2.200 -1.255
C -4.330 3.370 -1.146
O -5.192 3.167 -0.005
O -2.983 2.380 -3.766
S -3.973 1.082 -3.947
O -5.326 1.485 -3.445
O -4.131 0.894 -5.431
C -3.307 -0.445 -3.197
C -4.361 -1.232 -2.279
C -5.755 -1.453 -3.045
F -6.741 -0.758 -2.316
C -1.834 -0.338 -2.519
C -1.051 -1.435 -3.415
N 0.356 -1.673 -3.114
C 0.556 -3.154 -3.047
P -1.853 -1.232 -0.819
N -2.523 -0.237 0.450
O -0.242 -1.458 -0.254
C -1.187 1.127 -2.542
C -0.107 1.407 -1.438
C 1.359 0.876 -1.691
C 2.290 1.660 -0.642
C 2.024 1.189 0.848
C 3.328 0.534 1.495
C 2.804 -0.436 2.651
C 3.541 -0.196 4.037
C 2.816 -1.125 5.110
C 2.916 -0.559 6.581
C 1.701 -0.932 7.493
O 1.652 -2.335 7.787
C 0.509 -2.634 8.593
C -0.555 1.266 -4.005
O -0.138 2.588 -4.344
O -0.200 2.774 -5.735
H -2.158 6.915 -3.111
H -0.519 6.162 -3.327
H -1.298 6.062 -1.698
H -1.741 4.536 -4.325
H -3.265 4.877 -3.304
H -1.692 3.983 -1.367
H -2.638 2.259 -0.330
H -3.846 1.240 -1.181
H -4.914 3.574 -2.076
H -3.778 4.327 -0.910
H -5.404 2.224 0.044
H -3.288 -1.146 -4.086
H -4.588 -0.718 -1.319
H -4.013 -2.295 -2.149
H -6.047 -2.535 -3.056
H -5.715 -1.056 -4.099
H -1.612 -2.396 -3.190
H -1.237 -1.273 -4.520
H 0.953 -1.384 -3.895
H 0.136 -3.652 -3.976
H 1.640 -3.427 -2.975
H -0.019 -3.591 -2.187
H -1.849 0.001 1.178
H -3.285 -0.745 0.907
H -0.142 -2.415 -0.166
H -0.396 1.043 -0.406
H 0.084 2.505 -1.250
H 1.786 1.168 -2.690
H 1.530 -0.199 -1.461
H 3.340 1.347 -0.913
H 2.211 2.776 -0.789
H 1.217 0.414 0.873
H 1.720 2.098 1.433
H 3.895 -0.034 0.722
H 3.996 1.360 1.853
H 1.713 -0.232 2.831
H 2.892 -1.504 2.311
H 3.420 0.893 4.282
H 4.635 -0.425 3.965
H 1.740 -1.301 4.819
H 3.314 -2.125 5.093
H 3.009 0.563 6.594
H 3.865 -0.957 7.027
H 1.820 -0.388 8.471
H 0.723 -0.606 7.039
H -0.433 -2.646 7.984
H 0.390 -1.875 9.416
H 0.625 -3.630 9.090
H -1.263 0.893 -4.806
H 0.376 0.644 -4.140
H 0.217 3.643 -5.865
O 5.359 -1.845 1.624
H 5.884 -1.947 2.427
H 5.793 -2.430 0.991
O 1.090 -5.111 10.627
H 0.917 -5.770 11.308
H 2.042 -5.161 10.490
O 6.028 -0.304 -0.958
H 6.697 -0.873 -1.351
H 5.827 -0.722 -0.109
O 0.861 -6.061 -1.960
H 1.180 -6.876 -2.361
H 0.416 -6.355 -1.157
O 0.348 3.716 -8.888
H 1.021 3.150 -9.280
H 0.166 3.307 -8.036
O 3.871 -4.281 6.140
H 3.214 -3.648 6.463
H 4.073 -4.818 6.912

---

99
Properties=species:S:1:pos:R:3 method="wB97M-V/def2-TZVPD" e_above_lowest_kj_mol=705.8 largest_force_ev_per_a=10.75 multiplicity=1 total_charge=0 e_tot_ha=-1793.2123 e_lumo_ev=0.44 homo_lumo_gap_ha=0.326 smiles=COCCNCCOC.COCCNCCOC.COCCNCCOC.CCO.CCO.CCO
C 4.887 -3.828 0.757
O 3.493 -3.565 0.564
C 2.843 -2.637 1.402
C 1.344 -2.709 1.102
N 0.518 -2.150 2.251
C -0.881 -2.194 2.012
C -1.415 -1.059 1.130
O -2.574 -1.205 0.759
C -3.069 -0.386 -0.212
H 5.563 -2.885 0.733
H 5.328 -4.500 -0.024
H 4.912 -4.142 1.755
H 3.340 -1.623 1.355
H 2.982 -2.986 2.424
H 1.084 -3.703 0.810
H 1.041 -2.007 0.298
H 0.736 -1.188 2.198
H -1.275 -1.971 2.956
H -1.230 -3.107 1.432
H -0.722 -0.881 0.337
H -1.491 -0.200 1.800
H -3.007 0.702 0.073
H -4.109 -0.627 -0.410
H -2.566 -0.447 -1.192
C 7.295 -1.795 -2.698
O 6.252 -1.677 -1.778
C 5.280 -0.631 -1.978
C 4.157 -0.682 -0.929
N 3.131 0.287 -1.324
C 2.079 -0.342 -2.022
C 0.880 0.563 -2.105
O -0.058 0.187 -2.814
C -0.410 -1.168 -2.775
H 6.895 -1.926 -3.717
H 8.018 -2.591 -2.437
H 7.964 -0.932 -2.635
H 4.910 -0.538 -2.981
H 5.855 0.310 -1.791
H 4.560 -0.394 0.024
H 3.537 -1.560 -0.779
H 3.474 1.026 -2.012
H 1.770 -1.288 -1.580
H 2.554 -0.524 -2.976
H 1.116 1.608 -2.374
H 0.452 0.771 -1.147
H 0.350 -1.646 -3.363
H -1.437 -1.348 -3.253
H -0.438 -1.756 -1.791
C -2.854 2.642 2.903
O -3.100 1.442 3.647
C -4.382 0.937 3.349
C -4.550 -0.403 3.949
N -5.682 -1.019 3.349
C -5.395 -1.928 2.285
C -6.689 -2.506 1.721
O -6.629 -3.288 0.758
C -6.823 -2.702 -0.510
H -3.293 3.523 3.219
H -3.194 2.540 1.825
H -1.794 2.769 2.952
H -4.562 0.888 2.292
H -5.110 1.587 3.740
H -4.764 -0.451 5.056
H -3.620 -0.981 3.822
H -6.065 -0.120 2.927
H -4.774 -2.724 2.675
H -4.874 -1.609 1.380
H -7.368 -1.669 1.513
H -7.152 -3.062 2.527
H -7.833 -2.022 -0.517
H -6.986 -3.450 -1.253
H -5.965 -2.108 -0.838
C 1.516 3.096 0.918
C 1.059 1.792 1.377
O 2.180 0.930 1.135
H 1.632 3.080 -0.127
H 2.475 3.291 1.410
H 0.850 3.881 1.200
H 0.149 1.509 0.784
H 0.798 1.667 2.443
H 2.384 0.778 0.238
C 3.603 3.958 -2.447
C 4.594 2.872 -2.658
O 4.122 2.048 -3.696
H 2.627 3.496 -2.387
H 3.644 4.678 -3.336
H 3.950 4.539 -1.573
H 4.696 2.272 -1.762
H 5.491 3.379 -3.022
H 4.232 2.466 -4.535
C -1.424 2.776 -1.283
C -2.574 3.677 -1.011
O -3.712 3.004 -0.970
H -0.464 3.263 -1.147
H -1.478 2.426 -2.278
H -1.401 1.970 -0.603
H -2.435 4.529 -1.622
H -2.529 4.014 0.003
H -4.445 3.670 -0.898

---

104
Properties=species:S:1:pos:R:3 method="wB97M-V/def2-TZVPD" largest_force_ev_per_a=6.88 multiplicity=1 total_charge=-1 e_tot_ha=-2761.1310 e_lumo_ev=1.01 homo_lumo_gap_ha=0.149
C 6.246 -5.486 1.114
C 6.322 -5.937 -0.372
O 5.517 -5.157 -1.211
C 6.153 -3.887 -1.498
B 4.977 -2.716 -1.602
P 5.920 -1.170 -2.349
C 5.177 0.462 -1.808
C 7.719 -1.130 -1.861
O 4.214 -2.423 -0.376
C 3.096 -3.249 -0.336
C 2.674 -3.505 -1.823
C 1.816 -2.456 -2.551
C 0.504 -2.038 -1.865
C 0.697 -1.177 -0.586
C -0.270 0.040 -0.564
C 0.286 1.149 0.353
N 1.190 1.981 -0.487
O 3.946 -3.350 -2.462
H 7.240 -5.493 1.582
H 5.646 -6.195 1.694
H 5.836 -4.476 1.194
H 7.376 -5.871 -0.691
H 6.014 -6.990 -0.403
H 6.744 -3.992 -2.423
H 6.851 -3.606 -0.689
H 4.207 0.348 -1.310
H 5.876 0.977 -1.138
H 4.995 1.076 -2.695
H 8.115 -0.150 -2.160
H 7.917 -1.226 -0.784
H 8.277 -1.870 -2.435
H 3.447 -4.229 0.046
H 2.298 -2.985 0.368
H 2.454 -4.570 -1.961
H 2.430 -1.595 -2.822
H 1.528 -2.915 -3.509
H -0.176 -2.867 -1.640
H -0.032 -1.400 -2.586
H 1.726 -0.812 -0.487
H 0.408 -1.805 0.261
H -0.409 0.412 -1.585
H -1.225 -0.286 -0.135
H 0.834 0.642 1.158
H -0.513 1.797 0.729
H 1.695 1.296 -1.047
H 1.887 2.445 0.088
O -2.114 -2.847 1.913
P -3.533 -2.887 2.460
N -3.122 -3.067 4.129
C -2.242 -4.138 4.576
C -2.660 -1.799 4.694
N -3.994 -4.354 1.636
C -3.803 -5.675 2.192
C -3.647 -4.369 0.214
N -5.200 -2.700 2.921
C -5.840 -3.191 4.120
C -6.112 -2.191 1.909
H -2.068 -4.047 5.651
H -1.271 -4.137 4.070
H -2.707 -5.113 4.447
H -3.374 -1.001 4.468
H -1.684 -1.507 4.286
H -2.583 -1.865 5.780
H -2.740 -5.929 2.308
H -4.258 -6.425 1.541
H -4.306 -5.782 3.155
H -2.594 -4.628 0.046
H -3.825 -3.391 -0.237
H -4.274 -5.087 -0.320
H -5.524 -4.204 4.374
H -6.923 -3.220 3.984
H -5.644 -2.548 4.982
H -6.657 -3.010 1.422
H -5.567 -1.647 1.135
H -6.835 -1.491 2.335
O -2.753 5.333 -0.014
P -2.308 6.107 -1.240
N -0.617 5.810 -1.183
C 0.167 6.156 -0.006
C -0.307 4.429 -1.580
N -2.838 7.678 -0.701
C -1.981 8.603 0.007
C -4.167 7.683 -0.095
N -2.137 6.731 -2.849
C -0.949 7.300 -3.444
C -3.355 6.912 -3.623
H 1.203 5.844 -0.151
H -0.207 5.689 0.912
H 0.213 7.235 0.138
H -0.796 4.193 -2.532
H -0.651 3.709 -0.836
H 0.761 4.292 -1.729
H -1.686 8.226 0.997
H -2.496 9.557 0.152
H -1.085 8.841 -0.569
H -4.149 7.351 0.951
H -4.842 7.021 -0.642
H -4.598 8.686 -0.138
H -0.416 7.960 -2.759
H -1.216 7.899 -4.319
H -0.253 6.530 -3.785
H -3.696 7.955 -3.585
H -4.159 6.284 -3.233
H -3.212 6.626 -4.668